C3H9O | the ωB97M-V functional and the def2-TZVPD basis

Positions of all 13 atoms, in Å:
1 C -2.628 1.217 -0.976
2 H -2.963 0.626 -0.131
3 H -1.927 1.987 -0.656
4 H -2.106 0.552 -1.655
5 H -3.477 1.716 -1.433
6 C 1.312 -1.384 0.292
7 O 2.109 -1.960 -0.609
8 C 1.958 -0.130 0.932
9 H 0.300 -1.066 -0.103
10 H 1.028 -2.076 1.131
11 H 2.753 -0.441 1.623
12 H 2.390 0.434 0.109
13 H 1.252 0.523 1.474

Values from the calculation:
Net charge   -1
Electronic energy   -5303.61042 eV
Multiplicity   1
Orbital gap   0.2044 Eh



C3H9O | the ωB97M-V functional and the def2-TZVPD basis

Positions of all 13 atoms, in Å:
1 O -1.557 2.218 -2.503
2 H -0.824 1.798 -2.980
3 C -0.692 0.177 1.192
4 C -0.010 -0.292 -0.084
5 C 1.331 -0.942 0.208
6 H -0.484 -0.547 1.986
7 H -1.784 0.268 1.144
8 H -0.326 1.140 1.538
9 H 0.034 0.543 -0.784
10 H -0.675 -1.015 -0.548
11 H 1.183 -1.924 0.652
12 H 1.869 -1.062 -0.727
13 H 1.936 -0.361 0.905

Values from the calculation:
Net charge   -1
Electronic energy   -5303.63871 eV
Multiplicity   1
Orbital gap   0.2133 Eh



C3H9O | the ωB97M-V functional and the def2-TZVPD basis

Positions of all 13 atoms, in Å:
1 O 0.705 2.961 1.943
2 H 0.965 3.097 2.884
3 C 0.419 -0.971 -1.590
4 C 0.269 -0.636 -0.098
5 C -1.079 -0.066 0.343
6 H 1.412 -0.808 -2.026
7 H -0.421 -0.577 -2.161
8 H 0.359 -2.068 -1.681
9 H 0.988 0.108 0.268
10 H 0.615 -1.425 0.589
11 H -0.974 0.241 1.391
12 H -1.314 0.881 -0.140
13 H -1.942 -0.736 0.277

Values from the calculation:
Net charge   -2
Electronic energy   -5299.16468 eV
Multiplicity   2
Orbital gap (alpha / beta)   0.1182 / 0.2622 Eh